{"formula": "C9H15NO", "method": "the ωB97M-V functional and the def2-TZVPD basis", "symbols": ["C", "C", "C", "C", "C", "N", "C", "C", "C", "C", "O", "H", "H", "H", "H", "H", "H", "H", "H", "H", "H", "H", "H", "H", "H", "H"], "xyz": [[-2.235, 0.673, -0.046], [-0.815, 0.742, -0.569], [-0.718, 0.726, -2.143], [-0.051, 1.867, 0.200], [-0.247, -0.511, -0.071], [0.485, -1.247, -0.827], [1.085, -2.397, -0.436], [1.676, -2.703, 0.730], [1.889, -1.800, 1.883], [2.492, -0.593, 1.810], [2.603, 0.406, 2.775], [-2.301, 0.218, 0.928], [-2.897, 0.100, -0.635], [-2.695, 1.675, 0.106], [0.263, 0.423, -2.436], [-1.391, -0.090, -2.402], [-0.962, 1.591, -2.729], [1.051, 2.201, 0.068], [-0.105, 1.624, 1.177], [-0.577, 2.735, -0.034], [-0.446, -0.854, 0.979], [1.057, -3.266, -1.214], [2.063, -3.726, 0.794], [1.656, -2.175, 2.862], [2.726, -0.044, 0.904], [2.221, 0.099, 3.627]], "spin_multiplicity": 1, "relative_energy_kj_mol": 324.5, "mol_weight_da": 153.23}

{"formula": "C9H15NO3", "method": "the ωB97M-V functional and the def2-TZVPD basis", "symbols": ["C", "C", "O", "N", "C", "C", "C", "O", "C", "C", "C", "C", "O", "H", "H", "H", "H", "H", "H", "H", "H", "H", "H", "H", "H", "H", "H", "H"], "xyz": [[1.416, -2.499, 0.502], [0.364, -1.769, -0.279], [-0.472, -2.347, -0.955], [0.397, -0.416, -0.038], [1.405, 0.507, 0.820], [2.667, 0.610, 0.009], [0.482, 1.740, 0.829], [-0.359, 1.689, -0.291], [-0.757, 0.378, -0.481], [-1.025, 0.214, -2.011], [-1.833, 0.230, 0.582], [-3.225, 0.666, 0.198], [-1.653, -0.080, 1.742], [2.371, -2.054, 0.232], [1.434, -3.653, 0.478], [1.412, -2.355, 1.649], [1.651, -0.002, 1.829], [2.489, 1.477, -0.659], [2.849, -0.255, -0.716], [3.410, 0.764, 0.805], [-0.076, 1.525, 1.757], [1.120, 2.580, 0.848], [-0.452, 0.923, -2.589], [-2.156, 0.365, -2.127], [-0.735, -0.748, -2.315], [-3.637, 0.054, -0.630], [-3.236, 1.686, -0.245], [-3.850, 0.770, 1.055]], "spin_multiplicity": 1, "relative_energy_kj_mol": 289.5, "mol_weight_da": 185.22}

{"formula": "C9H15P", "method": "the ωB97M-V functional and the def2-TZVPD basis", "symbols": ["C", "C", "C", "C", "C", "C", "C", "C", "C", "P", "H", "H", "H", "H", "H", "H", "H", "H", "H", "H", "H", "H", "H", "H", "H"], "xyz": [[0.203, -3.331, 1.101], [-2.878, 1.798, 1.151], [-0.634, -2.508, 0.402], [-0.970, -1.267, 0.975], [-1.686, -0.305, 0.204], [-2.130, 0.836, 0.709], [1.185, -0.368, -1.716], [1.315, 2.723, 0.934], [1.454, 0.553, -0.558], [0.537, 2.136, -0.652], [0.635, -4.265, 0.986], [0.582, -3.038, 2.145], [-2.529, 2.862, 1.139], [-3.852, 1.554, 1.462], [-0.888, -2.614, -0.679], [-0.495, -0.989, 1.955], [-1.888, -0.569, -0.753], [1.263, -1.389, -1.407], [0.142, -0.135, -1.964], [1.742, -0.306, -2.548], [2.336, 2.641, 1.206], [0.642, 2.206, 1.644], [1.038, 3.731, 1.118], [2.550, 0.579, -0.404], [0.935, -0.062, 0.239]], "spin_multiplicity": 1, "relative_energy_kj_mol": 364.6, "mol_weight_da": 154.19}

{"formula": "C9H16B2F4N6O5Ti", "method": "the ωB97M-V functional and the def2-TZVPD basis", "symbols": ["Ti", "C", "C", "N", "O", "B", "F", "F", "O", "N", "C", "C", "C", "N", "O", "B", "F", "F", "O", "N", "C", "C", "C", "H", "H", "H", "H", "H", "H", "H", "H", "H", "H", "H", "H", "N", "C", "N", "O", "H", "H", "H", "H"], "xyz": [[0.042, -0.334, 0.028], [-3.014, -2.863, 1.872], [-2.224, -1.949, 1.022], [-0.951, -1.957, 0.876], [-0.126, -2.785, 1.575], [1.119, -2.041, 1.752], [0.721, -0.635, 2.003], [1.987, -2.525, 2.608], [1.738, -1.792, 0.288], [2.001, -0.489, -0.029], [2.838, 0.407, 0.324], [4.162, 0.237, 0.946], [2.160, 1.751, 0.076], [0.890, 1.577, -0.045], [0.041, 2.607, -0.179], [-1.314, 2.157, 0.326], [-0.995, 1.233, 1.399], [-2.069, 3.197, 0.635], [-2.037, 1.235, -0.698], [-1.939, -0.074, -0.294], [-2.834, -0.722, 0.347], [-4.220, -0.275, 0.590], [2.835, 3.067, 0.110], [-2.362, -3.476, 2.488], [-3.622, -3.518, 1.241], [-3.699, -2.292, 2.501], [4.366, -0.809, 1.159], [4.213, 0.823, 1.868], [4.929, 0.632, 0.273], [-4.480, 0.545, -0.076], [-4.305, 0.077, 1.623], [-4.918, -1.103, 0.466], [3.917, 2.969, 0.089], [2.540, 3.599, 1.020], [2.504, 3.679, -0.730], [0.972, -0.845, -3.880], [0.232, -0.159, -3.027], [-0.347, 0.988, -3.343], [0.089, -0.619, -1.830], [1.057, -0.584, -4.850], [1.375, -1.721, -3.585], [-0.291, 1.380, -4.270], [-0.980, 1.408, -2.672]], "spin_multiplicity": 1, "charge": 2, "mol_weight_da": 433.75, "total_energy_ha": -2355.6523}

{"formula": "C9H16BaNOPSe3Te", "method": "the ωB97M-V functional and the def2-TZVPD basis", "symbols": ["Ba", "Se", "Se", "Te", "Se", "O", "C", "C", "C", "C", "C", "C", "N", "H", "H", "H", "H", "H", "H", "H", "C", "P", "C", "C", "H", "H", "H", "H", "H", "H", "H", "H", "H"], "xyz": [[-1.635, -1.361, 1.812], [0.473, -1.826, 3.880], [-1.601, -1.865, 4.876], [-3.078, -3.698, 3.490], [-4.446, -2.250, 2.011], [0.938, 1.165, 1.968], [2.211, 0.718, 1.569], [2.176, -0.336, 0.483], [3.315, -0.565, -0.284], [3.311, -1.570, -1.231], [2.155, -2.322, -1.392], [1.067, -2.008, -0.600], [1.057, -1.038, 0.317], [0.600, 0.445, 2.522], [2.755, 0.311, 2.431], [2.780, 1.576, 1.208], [4.193, 0.048, -0.123], [4.190, -1.761, -1.832], [2.086, -3.124, -2.112], [0.149, -2.578, -0.728], [-3.348, 2.000, -1.344], [-1.847, 1.228, -0.634], [-0.691, 2.643, -0.612], [-1.215, 0.360, -2.123], [-3.128, 2.529, -2.274], [-3.776, 2.707, -0.633], [-4.100, 1.236, -1.545], [-0.591, 3.079, -1.608], [0.284, 2.319, -0.250], [-1.047, 3.411, 0.076], [-1.148, 1.043, -2.973], [-1.870, -0.468, -2.405], [-0.222, -0.049, -1.939]], "spin_multiplicity": 1, "relative_energy_kj_mol": 27.5, "mol_weight_da": 687.01}

{"formula": "C9H16BaNOSSe2SiTe2", "method": "the ωB97M-V functional and the def2-TZVPD basis", "symbols": ["Ba", "C", "Si", "C", "C", "C", "C", "C", "C", "N", "C", "S", "H", "H", "H", "H", "H", "H", "H", "H", "H", "H", "H", "H", "Se", "Te", "Te", "Se", "C", "O", "H", "H", "H", "H"], "xyz": [[0.177, -3.189, 0.044], [-2.090, 3.614, 1.564], [-2.091, 2.500, 0.000], [-2.090, 3.614, -1.564], [-3.724, 1.526, 0.000], [-0.410, 1.623, 0.002], [0.739, 2.388, -0.001], [1.998, 1.795, -0.002], [2.053, 0.414, 0.000], [0.977, -0.353, 0.007], [-0.238, 0.217, 0.008], [-1.584, -0.817, 0.018], [-2.985, 4.226, 1.608], [-1.235, 4.284, 1.585], [-2.060, 3.015, 2.470], [-2.986, 4.226, -1.607], [-2.061, 3.016, -2.471], [-1.235, 4.284, -1.585], [-4.570, 2.209, 0.000], [-3.810, 0.885, 0.871], [-3.810, 0.885, -0.871], [0.650, 3.465, -0.002], [2.895, 2.396, -0.005], [2.998, -0.115, -0.005], [-2.301, -4.980, -0.012], [-2.138, -7.478, 0.013], [0.511, -8.286, -0.013], [1.947, -6.261, -0.057], [4.706, -2.980, 0.049], [3.334, -3.250, -0.079], [5.230, -3.108, -0.906], [5.178, -3.621, 0.800], [4.799, -1.941, 0.364], [3.225, -4.202, -0.220]], "spin_multiplicity": 1, "charge": -1, "relative_energy_kj_mol": 99.9, "mol_weight_da": 764.83}

{"formula": "C9H16ClInNOSn", "method": "the ωB97M-V functional and the def2-TZVPD basis", "symbols": ["In", "Cl", "C", "C", "H", "H", "H", "H", "H", "H", "Sn", "C", "C", "H", "H", "H", "H", "H", "O", "N", "C", "C", "C", "C", "C", "H", "H", "H", "H", "H"], "xyz": [[-1.698, 2.921, -0.338], [-0.774, 0.920, -1.982], [-0.172, 4.522, -0.824], [-3.059, 3.279, -2.094], [-0.604, 5.546, -0.812], [0.526, 4.464, 0.021], [0.281, 4.325, -1.803], [-3.661, 4.198, -2.000], [-3.751, 2.423, -2.030], [-2.507, 3.327, -3.042], [0.505, 0.598, 0.153], [2.674, 0.885, 0.083], [-1.438, 0.956, 1.112], [2.939, 1.958, 0.211], [3.196, 0.291, 0.846], [3.022, 0.550, -0.905], [-2.228, 0.214, 0.850], [-1.477, 1.336, 2.167], [0.216, -1.360, -0.652], [0.486, -2.535, 0.051], [1.723, -2.726, 0.562], [1.977, -3.838, 1.367], [0.885, -4.604, 1.817], [-0.380, -4.404, 1.236], [-0.498, -3.472, 0.190], [2.474, -1.947, 0.345], [2.997, -4.062, 1.738], [1.005, -5.375, 2.601], [-1.252, -4.994, 1.567], [-1.408, -3.398, -0.433]], "spin_multiplicity": 2, "mol_weight_da": 423.21, "s_squared": 0.774, "total_energy_ha": -1346.9261}

{"formula": "C9H16ClNO", "method": "the ωB97M-V functional and the def2-TZVPD basis", "symbols": ["C", "N", "C", "C", "C", "C", "C", "C", "H", "H", "H", "H", "H", "H", "H", "H", "H", "H", "H", "H", "H", "C", "C", "O", "Cl", "H", "H", "H"], "xyz": [[2.949, 0.446, -0.053], [1.779, 0.130, -0.360], [0.723, 0.432, 0.504], [-0.448, 1.128, -0.267], [-1.743, 1.344, 0.539], [-2.081, 0.012, 1.276], [-0.903, -0.523, 2.015], [0.239, -0.881, 1.022], [3.343, 0.903, 0.831], [3.694, 0.239, -0.756], [1.095, 1.134, 1.239], [-0.777, 0.567, -1.219], [-0.234, 2.192, -0.622], [-2.571, 1.480, -0.154], [-1.685, 2.182, 1.144], [-2.981, 0.176, 1.794], [-2.084, -0.828, 0.441], [-0.403, 0.295, 2.645], [-0.854, -1.338, 2.754], [1.206, -1.339, 1.456], [-0.081, -1.598, 0.257], [1.416, -0.806, -3.277], [1.355, -2.060, -2.521], [2.093, -2.894, -2.158], [-0.407, -2.360, -2.179], [2.514, -0.493, -3.610], [0.679, -0.962, -4.173], [0.885, 0.029, -2.667]], "spin_multiplicity": 1, "relative_energy_kj_mol": 0.0, "mol_weight_da": 189.69}